Formula: C10H20N3O6STi
Source: the OMol25 dataset
Level of theory: the ωB97M-V functional and the def2-TZVPD basis

The geometry in ORCA input format:
```
! wB97M-V def2-TZVPD RIJCOSX def2/J DEFGRID3
* xyz -1 3
Ti -0.546 0.093 -0.494
O -1.259 3.384 -1.426
S -1.815 2.078 -1.663
O -2.961 1.861 -2.487
O -2.033 1.348 -0.220
O -0.613 1.050 -2.154
C 1.135 -2.505 -0.562
N 1.159 -1.096 -1.111
C 1.061 -1.186 -2.614
C 2.432 -0.401 -0.676
C 2.135 0.433 0.560
N 0.998 1.387 0.225
C 0.456 2.041 1.478
C 1.486 2.475 -0.704
H 1.968 -3.077 -0.994
H 0.183 -2.967 -0.845
H 1.196 -2.483 0.527
H 1.910 -1.800 -2.963
H 1.092 -0.194 -3.075
H 0.125 -1.678 -2.875
H 2.805 0.199 -1.515
H 3.196 -1.149 -0.429
H 3.039 1.008 0.849
H 1.800 -0.175 1.414
H 1.216 2.744 1.870
H 0.214 1.276 2.215
H -0.454 2.603 1.226
H 2.261 3.079 -0.197
H 0.649 3.109 -1.001
H 1.918 2.053 -1.615
O -1.713 -1.538 -0.819
C -1.846 -1.331 0.437
C -3.126 -1.285 1.235
C -2.607 -1.306 2.687
C -1.138 -0.953 2.571
O -0.332 -0.673 3.466
N -0.726 -1.046 1.188
H -3.827 -2.087 0.988
H -3.607 -0.312 1.005
H -2.679 -2.331 3.113
H -3.151 -0.652 3.385
*
```

The HOMO-LUMO gap (alpha / beta) is 4.3 / 8.6 eV. For the HOMO energy (alpha / beta), the calculation gives -1.45 / -5.85 eV.

---

Formula: C10H20N4
Source: the OMol25 dataset
Level of theory: the ωB97M-V functional and the def2-TZVPD basis

The geometry in ORCA input format:
```
! wB97M-V def2-TZVPD RIJCOSX def2/J DEFGRID3
* xyz 2 1
C 0.265 -2.739 -0.128
C 0.006 -0.004 -0.204
C -3.388 -1.675 0.408
C -0.769 2.080 0.986
C -1.237 1.890 -1.518
C 2.878 0.241 -1.202
C 3.273 -0.383 1.265
C -2.416 -0.525 0.311
C -0.265 1.480 -0.360
C 2.380 0.117 0.207
N -0.997 -2.137 -0.008
N 1.309 -1.978 0.033
N -1.078 -0.816 0.023
N 1.160 -0.664 -0.086
H 0.245 -3.799 -0.126
H -4.356 -1.276 0.554
H -3.371 -2.435 1.092
H -3.445 -2.335 -0.462
H -1.637 2.659 0.752
H -0.075 2.708 1.432
H -0.778 1.163 1.700
H -2.189 1.395 -1.595
H -0.709 1.684 -2.412
H -1.297 3.012 -1.470
H 3.337 -0.712 -1.339
H 3.522 1.079 -1.402
H 2.021 0.227 -1.772
H 3.672 -1.387 1.025
H 2.673 -0.332 2.213
H 3.961 0.350 1.403
H -2.422 -0.013 1.303
H -2.766 0.149 -0.492
H 0.688 1.901 -0.728
H 1.803 1.074 0.599
*
```

The SMILES is CC[n+]1ncn[n+](C(C)C)c1C(C)C. The HOMO-LUMO gap is 8.5 eV. Its energy relative to the best compared isomer or geometry (same formula, charge and spin) is 4.770 eV. For the HOMO energy, the calculation gives -19.25 eV.

---

Formula: C10H20N4O7Ti
Source: the OMol25 dataset
Level of theory: the ωB97M-V functional and the def2-TZVPD basis

The geometry in ORCA input format:
```
! wB97M-V def2-TZVPD RIJCOSX def2/J DEFGRID3
* xyz 1 2
O -0.151 0.129 -3.579
H -1.087 -0.018 -4.156
Ti -0.317 0.172 -1.187
N 0.076 1.278 0.689
N 1.700 0.738 -1.231
N -1.058 -0.801 0.664
N 0.224 -1.860 -1.187
O -0.915 1.858 1.389
O -2.055 -0.256 1.455
O 1.243 -2.219 -2.026
O 2.530 0.048 -1.957
C 2.241 1.578 -0.260
C 1.287 2.019 0.643
C -0.994 -2.238 0.681
C -0.113 -2.789 -0.237
C 1.299 3.088 1.628
H 1.046 2.722 2.634
H 0.597 3.879 1.338
H 2.283 3.553 1.640
C 3.669 2.017 -0.386
H 3.890 2.382 -1.408
H 4.354 1.195 -0.095
H 3.833 2.835 0.335
C -1.743 -2.946 1.702
C 0.267 -4.241 -0.334
H -2.169 -2.202 2.370
H -1.138 -3.686 2.243
H -2.562 -3.512 1.244
H 1.075 -4.460 -1.052
H -0.642 -4.814 -0.608
H 0.573 -4.582 0.669
H -1.660 0.726 1.589
H 1.874 -1.412 -2.123
C -1.673 0.907 -2.065
H -1.223 1.823 -1.422
H -2.152 -0.076 -1.555
H -2.541 1.367 -2.681
O -3.768 3.124 0.952
H -4.191 2.313 1.282
H -2.792 2.931 0.877
O 0.728 -0.425 2.279
C 0.155 -0.146 1.246
*
```

The HOMO-LUMO gap (alpha / beta) is 6.4 / 6.3 eV. For the HOMO energy (alpha / beta), the calculation gives -12.19 / -12.22 eV.

---

Formula: C10H20N7O2PtS4Si
Source: the OMol25 dataset
Level of theory: the ωB97M-V functional and the def2-TZVPD basis

The geometry in ORCA input format:
```
! wB97M-V def2-TZVPD RIJCOSX def2/J DEFGRID3
* xyz 1 5
Pt -1.245 -0.778 -0.450
C -2.510 -1.743 2.664
C -1.140 -1.173 2.604
C -0.394 -0.983 3.774
C 0.961 -0.639 3.669
C 1.532 -0.356 2.410
C 0.685 -0.443 1.255
N -0.601 -0.853 1.417
N 0.937 -0.201 -0.059
Si 2.513 0.300 -0.678
C 2.675 0.521 -2.583
C 2.836 2.054 -0.062
C 3.666 -1.149 -0.357
H -2.714 -2.381 1.839
H -3.204 -0.896 2.611
H -2.595 -2.289 3.673
H -0.795 -1.194 4.763
H 1.545 -0.489 4.582
H 2.591 -0.071 2.289
H 1.911 1.243 -2.917
H 2.554 -0.415 -3.169
H 3.622 1.058 -2.821
H 1.892 2.617 0.092
H 3.438 2.686 -0.747
H 3.193 2.071 0.964
H 3.113 -2.018 -0.030
H 4.294 -0.881 0.494
H 4.272 -1.336 -1.315
N -1.135 -0.550 -2.564
N -1.544 0.819 -2.841
C -1.741 1.686 -1.837
N -2.003 2.980 -2.157
N -1.772 1.238 -0.597
N -2.056 2.128 0.563
O -1.971 3.361 0.416
O -2.401 1.492 1.552
H -0.197 -0.734 -2.936
H -1.868 -1.170 -2.931
H -1.697 1.152 -3.790
H -2.161 3.249 -3.125
H -2.187 3.650 -1.392
S -3.591 -1.124 -0.798
S -3.900 -3.101 -0.899
S -2.213 -4.206 -0.076
S -0.596 -3.133 -0.501
*
```

The HOMO-LUMO gap (alpha / beta) is 5.9 / 4.0 eV. For the HOMO energy (alpha / beta), the calculation gives -9.63 / -10.22 eV.

---

Formula: C10H20NO3S
Source: the OMol25 dataset
Level of theory: the ωB97M-V functional and the def2-TZVPD basis

The geometry in ORCA input format:
```
! wB97M-V def2-TZVPD RIJCOSX def2/J DEFGRID3
* xyz -1 1
C 4.055 -0.139 0.256
C -3.968 0.336 0.249
C -1.351 -0.800 1.866
C -1.697 -2.171 -0.251
C 0.891 0.045 -2.168
C 0.987 1.399 0.011
C 6.470 0.423 0.239
C -2.447 0.431 0.067
C -1.782 -0.856 0.405
C 0.883 0.084 -0.716
N 3.304 -0.839 -0.526
O 3.879 0.333 1.357
O 1.399 -2.455 -0.389
O 5.327 -0.077 -0.363
S 1.831 -1.170 0.194
H -4.460 -0.474 -0.377
H -4.370 1.255 0.023
H -4.025 -0.109 1.271
H -0.571 -1.468 2.218
H -0.785 0.224 2.109
H -2.279 -0.898 2.653
H -1.913 -2.141 -1.285
H -0.593 -2.465 -0.128
H -2.483 -2.816 0.003
H 1.174 -1.038 -2.417
H -0.212 0.279 -2.409
H 1.553 0.727 -2.545
H 0.780 1.424 1.141
H 0.333 2.058 -0.403
H 2.127 1.830 -0.073
H 7.047 -0.363 0.557
H 6.160 1.248 1.046
H 7.008 1.050 -0.476
H -2.117 1.168 0.663
H -2.325 0.652 -0.924
*
```

The HOMO-LUMO gap (alpha / beta) is 7.0 / 7.1 eV. Its energy relative to the best compared isomer or geometry (same formula, charge and spin) is 4.351 eV. For the HOMO energy (alpha / beta), the calculation gives -3.88 / -3.93 eV.

---

Formula: C10H21CeClNO2P2S
Source: the OMol25 dataset
Level of theory: the ωB97M-V functional and the def2-TZVPD basis

The geometry in ORCA input format:
```
! wB97M-V def2-TZVPD RIJCOSX def2/J DEFGRID3
* xyz 2 2
C -0.481 -4.302 -0.776
C -0.388 -2.819 -0.847
H -1.030 -4.755 -1.620
H -0.990 -4.532 0.175
H 0.542 -4.694 -0.726
O -0.784 -2.005 -1.676
Cl 1.115 -1.377 3.050
Ce 0.434 -0.987 0.616
P -2.056 0.217 1.634
C -3.262 1.389 0.942
C -3.123 -1.207 2.033
H -3.644 -0.998 2.974
H -2.769 0.900 3.839
H -2.518 -2.115 2.148
H -1.026 0.462 3.823
H -3.525 1.103 -0.084
H -3.845 -1.370 1.225
C -1.827 0.976 3.283
H -4.173 1.410 1.558
H -1.539 2.026 3.165
H -2.816 2.391 0.919
P 2.196 0.441 -1.414
C 1.772 1.742 -2.635
C 3.650 1.295 -0.665
H 3.241 -1.668 -1.980
H 4.012 -0.288 -2.835
H 2.426 -0.941 -3.398
C 3.056 -0.730 -2.522
H 3.922 0.790 0.272
H 4.489 1.263 -1.374
H 2.653 1.975 -3.252
H 1.441 2.644 -2.102
H 3.387 2.336 -0.434
H 0.956 1.386 -3.276
C -0.696 0.676 -0.853
O -1.263 1.330 -1.624
S 1.228 1.566 1.719
C 0.763 2.779 0.706
N 0.473 3.690 0.012
*
```

The HOMO-LUMO gap (alpha / beta) is 6.3 / 4.2 eV. Its energy relative to the best compared isomer or geometry (same formula, charge and spin) is 2.991 eV. For the HOMO energy (alpha / beta), the calculation gives -16.26 / -15.51 eV.

---

Formula: C10H21ClNO2P2RhSe
Source: the OMol25 dataset
Level of theory: the ωB97M-V functional and the def2-TZVPD basis

The geometry in ORCA input format:
```
! wB97M-V def2-TZVPD RIJCOSX def2/J DEFGRID3
* xyz 2 5
C 0.213 -0.188 -3.992
C 0.684 -0.150 -2.566
H 1.081 -0.132 -4.711
H -0.483 0.661 -4.179
H -0.354 -1.125 -4.197
O 1.740 0.041 -2.000
Cl -2.193 -0.400 -0.870
Rh -0.027 -0.050 -0.402
P -0.238 2.289 0.181
C 1.069 3.052 1.243
C -0.184 3.227 -1.398
H -0.060 4.274 -1.116
H -1.944 3.810 0.886
H -1.112 3.077 -1.944
H -2.627 2.193 0.467
H 2.054 2.749 0.912
H 0.659 2.897 -1.999
C -1.796 2.715 0.966
H 0.951 4.127 1.152
H -1.795 2.440 2.033
H 0.917 2.742 2.268
P -0.026 -2.222 0.517
C 1.313 -2.714 1.674
C -1.580 -2.734 1.302
H -0.672 -3.093 -1.634
H 0.241 -4.313 -0.679
H 1.105 -2.977 -1.491
C 0.183 -3.259 -0.974
H -2.414 -2.283 0.755
H -1.649 -3.828 1.261
H 1.345 -3.804 1.681
H 1.085 -2.329 2.667
H -1.593 -2.396 2.346
H 2.261 -2.311 1.326
C 1.962 0.078 0.285
O 3.097 0.216 0.363
Se -0.645 -0.745 4.706
C -0.378 0.011 3.118
N -0.191 0.456 2.041
*
```

The HOMO-LUMO gap (alpha / beta) is 6.9 / 6.4 eV. For the HOMO energy (alpha / beta), the calculation gives -14.26 / -16.15 eV.

---

Formula: C10H21FNO3S2
Source: the OMol25 dataset
Level of theory: the ωB97M-V functional and the def2-TZVPD basis

The geometry in ORCA input format:
```
! wB97M-V def2-TZVPD RIJCOSX def2/J DEFGRID3
* xyz 1 1
C -2.588 1.115 4.408
C -2.444 0.449 2.914
C -1.822 1.481 1.802
C -1.230 0.704 0.447
S -0.451 2.087 -0.602
C 1.390 1.746 -0.615
C 1.854 0.449 -1.503
N 1.532 -0.867 -0.831
C 0.475 -1.664 -1.564
C -0.432 -2.618 -0.542
C 2.761 -1.697 -0.534
C 4.002 -2.015 -1.557
O 2.811 -2.271 0.699
S -1.334 1.924 -2.507
O -0.347 2.056 -3.701
O -2.267 0.662 -2.671
F -2.422 3.287 -2.652
H -1.626 0.788 5.021
H -3.525 0.690 5.010
H -2.675 2.287 4.415
H -3.513 0.135 2.553
H -1.770 -0.507 2.961
H -0.915 2.083 2.240
H -2.633 2.281 1.486
H -0.423 -0.092 0.775
H -2.163 0.216 -0.084
H 2.060 2.691 -0.902
H 1.692 1.503 0.514
H 3.021 0.591 -1.712
H 1.362 0.426 -2.591
H 0.895 -2.332 -2.437
H -0.276 -0.907 -2.050
H -0.823 -3.606 -1.076
H 0.216 -2.912 0.416
H -1.384 -2.065 -0.125
H 3.987 -1.240 -2.461
H 5.000 -1.755 -0.956
H 4.005 -3.106 -1.991
*
```

The HOMO-LUMO gap is 6.7 eV. For the HOMO energy, the calculation gives -13.09 eV.

---

Formula: C10H21IInNO3P2
Source: the OMol25 dataset
Level of theory: the ωB97M-V functional and the def2-TZVPD basis

The geometry in ORCA input format:
```
! wB97M-V def2-TZVPD RIJCOSX def2/J DEFGRID3
* xyz 2 1
C -3.920 3.366 -0.037
C -3.079 2.191 -0.441
H -4.802 3.517 -0.690
H -3.308 4.276 -0.057
H -4.259 3.238 0.997
O -3.210 1.481 -1.401
I 0.540 2.521 2.992
In -1.302 1.818 1.045
P -1.842 -0.667 1.727
C -2.019 -2.169 0.704
C -0.561 -1.154 2.945
H -0.909 -2.004 3.556
H -3.535 -1.479 3.313
H -0.308 -0.289 3.581
H -3.380 0.314 3.324
H -1.045 -2.577 0.396
H 0.337 -1.443 2.378
C -3.400 -0.583 2.686
H -2.566 -2.952 1.254
H -4.231 -0.501 1.967
H -2.574 -1.930 -0.211
P 0.936 1.779 -1.450
C 1.290 1.273 -3.144
C 0.280 3.468 -1.620
H 2.021 2.385 0.618
H 3.110 2.337 -0.852
H 2.619 0.816 -0.007
C 2.301 1.827 -0.301
H 0.099 3.991 -0.667
H 1.080 4.017 -2.153
H 1.803 2.069 -3.700
H 0.318 1.062 -3.622
H -0.629 3.508 -2.238
H 1.884 0.348 -3.149
C 0.102 0.167 -1.011
O -1.008 -0.061 -1.474
O 2.146 -2.647 -0.649
C 1.511 -1.682 -0.503
N 0.772 -0.768 -0.152
*
```

The HOMO-LUMO gap (alpha / beta) is 6.6 / 6.6 eV. Its energy relative to the best compared isomer or geometry (same formula, charge and spin) is 0.000 eV. For the HOMO energy (alpha / beta), the calculation gives -15.12 / -15.12 eV.

---

Formula: C10H21N3O2
Source: the OMol25 dataset
Level of theory: the ωB97M-V functional and the def2-TZVPD basis

The geometry in ORCA input format:
```
! wB97M-V def2-TZVPD RIJCOSX def2/J DEFGRID3
* xyz 0 1
C 2.541 0.252 -3.423
C 2.692 0.682 -1.978
O 4.064 0.891 -1.676
H 1.498 0.025 -3.634
H 3.067 -0.705 -3.499
H 2.949 0.942 -4.155
H 2.245 -0.067 -1.319
H 2.161 1.625 -1.787
H 4.163 1.218 -0.781
C -1.959 -1.593 1.541
C -0.957 -0.852 2.389
O -0.470 -1.602 3.505
H -2.671 -2.113 2.191
H -1.487 -2.365 0.931
H -2.558 -0.915 0.937
H -1.361 0.100 2.750
H -0.110 -0.455 1.808
H -0.641 -2.523 3.278
C 0.650 -3.448 -0.403
C 0.228 -2.518 -1.444
N -0.041 -1.802 -2.298
H 0.782 -2.944 0.548
H 1.614 -3.889 -0.675
H -0.025 -4.304 -0.427
C -1.479 1.315 -2.650
C -1.579 1.431 -1.205
N -1.683 1.585 -0.075
H -1.305 2.309 -3.065
H -2.317 0.760 -3.059
H -0.583 0.775 -2.967
C -0.808 2.933 3.228
C -2.158 3.208 3.685
N -3.230 3.405 4.046
H -0.248 3.863 3.124
H -0.653 2.237 2.416
H -0.334 2.543 4.143
*
```

The SMILES is CC#N.CC#N.CC#N.CCO.CCO. The HOMO-LUMO gap is 10.7 eV. Its energy relative to the best compared isomer or geometry (same formula, charge and spin) is 0.096 eV. For the HOMO energy, the calculation gives -10.34 eV.

---

Formula: C10H21N3O5
Source: the OMol25 dataset
Level of theory: the ωB97M-V functional and the def2-TZVPD basis

The geometry in ORCA input format:
```
! wB97M-V def2-TZVPD RIJCOSX def2/J DEFGRID3
* xyz 0 1
C 1.980 1.209 -3.630
C 3.055 2.088 -2.968
C 1.734 -0.116 -2.894
C 1.241 -0.051 -1.441
C 0.022 0.859 -1.285
C 0.928 -1.467 -0.956
C -1.735 -0.501 4.283
C -2.273 0.937 4.442
C -2.428 -1.234 3.117
C -1.830 -0.929 1.757
H 2.834 0.149 -5.174
H 1.499 0.972 -5.626
H 1.063 1.812 -3.598
H 2.659 -0.707 -2.931
H 0.989 -0.670 -3.489
H 2.048 0.364 -0.830
H 0.280 1.907 -1.473
H -0.785 0.567 -1.972
H -0.375 0.798 -0.267
H 0.638 -1.464 0.101
H 1.795 -2.129 -1.062
H 0.098 -1.905 -1.527
H 3.585 2.373 -4.721
H -2.807 -1.042 5.890
H -1.235 -0.936 6.190
H -0.665 -0.438 4.050
H -2.352 -2.305 3.326
H -3.499 -0.992 3.085
H -2.502 -2.732 0.993
H -1.669 -1.694 -0.122
H -1.583 1.302 2.702
N 2.328 1.024 -5.047
N -1.896 -1.279 5.499
N -2.026 -1.866 0.806
O 3.131 2.259 -1.774
O 3.875 2.687 -3.833
O -2.884 1.273 5.427
O -1.203 0.102 1.514
O -2.039 1.776 3.437
*
```

The SMILES is NC(=O)C[C@H](N)C(=O)O.CC(C)C[C@H](N)C(=O)O. The HOMO-LUMO gap is 10.3 eV. Its energy relative to the best compared isomer or geometry (same formula, charge and spin) is 0.000 eV. For the HOMO energy, the calculation gives -9.86 eV.

---

Formula: C10H21N3PRh
Source: the OMol25 dataset
Level of theory: the ωB97M-V functional and the def2-TZVPD basis

The geometry in ORCA input format:
```
! wB97M-V def2-TZVPD RIJCOSX def2/J DEFGRID3
* xyz 0 5
C -1.136 0.143 -3.211
C -1.947 1.328 -3.085
C -1.100 2.466 -3.013
C 0.249 2.057 -3.110
C 0.284 0.573 -3.189
Rh 0.203 -0.950 -1.508
P 0.003 -3.097 -1.687
H -1.461 -0.860 -3.514
H -3.031 1.335 -3.045
H -1.441 3.497 -2.918
H 1.105 -0.006 -3.629
H 1.131 2.686 -3.174
H 1.078 -3.795 -2.338
H -1.181 -3.560 -2.341
H -0.083 -3.794 -0.444
C -1.994 -0.639 2.488
N -0.621 -0.172 2.479
C -0.120 0.298 3.746
C 0.050 -0.050 1.306
N -0.596 -0.359 0.193
N 1.334 0.372 1.226
C 2.293 0.320 2.319
C 1.872 0.632 -0.105
H -2.257 -0.887 3.519
H -2.116 -1.529 1.869
H -2.694 0.145 2.139
H 0.686 -0.338 4.141
H 0.222 1.349 3.699
H -0.945 0.252 4.468
H -1.608 -0.363 0.276
H 3.290 0.407 1.875
H 2.162 1.150 3.020
H 2.245 -0.642 2.849
H 1.783 -0.283 -0.756
H 1.402 1.502 -0.572
H 2.937 0.812 0.028
*
```

The HOMO-LUMO gap (alpha / beta) is 3.1 / 6.2 eV. For the HOMO energy (alpha / beta), the calculation gives -2.59 / -7.55 eV.